A molecular structure, C31H38NO2Ru, computed with ωB97M-V/def2-TZVPD.

The calculation puts the total energy at -40922.322 eV. For the strongest force on any atom, the calculation gives 2.68 eV/Å. The multiplicity is 6. As for the HOMO energy (spin up / spin down): -0.2048 / -0.2734 hartree. As for the charge: 0. As for the HOMO-LUMO gap (spin up / spin down): 6.22 / 6.00 eV.

```
73
C31H38NO2Ru ωB97M-V/def2-TZVPD
Ru -1.01 -1.79 -0.81
C -2.95 -1.08 -0.44
H 0.32 2.81 5.09
C 1.03 3.73 1.39
C -2.65 -2.01 1.70
H 0.88 5.79 2.02
H -0.69 3.50 -3.18
H 0.86 -3.85 -1.87
H 1.91 4.63 -2.47
H 1.12 -3.09 -5.60
C -2.69 -2.35 0.27
C -0.33 -2.02 -4.50
H -2.98 -3.32 -0.14
H -0.68 1.47 -2.18
H -0.99 -1.23 4.41
C 0.76 -1.47 0.50
N 0.43 0.70 3.36
C 1.91 0.39 5.26
H 0.63 -0.67 -5.95
H -0.26 2.20 -0.61
H 1.78 -1.31 -1.53
C 0.74 0.06 4.52
C 0.54 4.41 3.66
H -2.45 -2.34 -4.45
C -0.12 -0.98 5.02
C -2.56 -0.60 1.83
C -2.78 -0.03 0.55
C -0.15 -3.55 0.11
H -0.69 -4.48 0.23
H -2.71 -2.74 2.50
C 0.50 3.07 4.05
H 1.83 -2.14 -4.26
H 0.92 -3.67 -3.94
O -0.48 -1.14 -3.33
C 0.03 3.53 -2.35
H -1.55 -3.40 -5.59
C 0.13 -1.58 6.25
O 2.29 2.60 -2.45
H -1.77 0.25 -4.33
C -0.72 -0.07 -4.34
H -0.56 -2.34 6.63
H -0.27 4.42 -1.76
H -2.40 -0.05 2.76
C -0.36 -0.89 -5.54
H -0.25 -2.54 2.15
C 0.61 2.02 3.08
C 0.06 -2.54 1.11
C -1.54 -2.92 -4.60
H 1.42 -1.63 7.98
C 1.27 -1.20 6.99
C 2.17 -0.24 6.47
H 1.97 1.02 -1.18
H -3.53 -1.02 -1.37
C 0.82 4.74 2.34
C 0.98 -2.77 -4.55
H -1.09 -0.99 -6.34
C 1.47 3.71 -2.88
H 3.10 -0.02 7.00
H 1.04 -0.57 1.02
H 1.42 3.76 -4.00
H -1.45 -3.71 -3.83
H 0.34 5.21 4.38
C 1.42 1.56 -1.96
H 1.34 3.96 0.38
C 1.17 -1.88 -0.83
H -0.06 0.81 -4.28
H 0.92 1.56 1.01
C 0.62 -3.20 -1.05
C 0.02 2.14 -1.66
H -2.91 1.03 0.35
H 2.62 1.12 4.84
H 1.38 0.81 -2.79
C 0.86 2.39 1.73
```